{
  "formula": "C4H6Cl3P",
  "method": "wB97M-V/def2-TZVPD",
  "symbols": ["C", "C", "C", "C", "P", "Cl", "Cl", "Cl", "H", "H", "H", "H", "H", "H"],
  "xyz": [[-1.202434, 0.364841, -0.284728], [-0.026536, 0.242723, 0.736539], [-1.662051, -0.957843, -0.608824], [1.279229, 0.706425, 0.164312], [1.923400, -0.385791, -1.284350], [1.130045, 2.283295, -0.512379], [2.388490, 0.573470, 1.642136], [2.378855, -1.976624, -0.199391], [-1.958611, 1.189015, 0.075056], [-0.589660, 0.814880, -1.061874], [-0.329022, 0.679783, 1.675472], [0.070453, -0.802663, 1.196211], [-2.290631, -1.007062, -1.457690], [-1.111523, -1.724450, -0.080496]],
  "forces_ev_per_a": [[1.31, 1.99, 1.98], [-1.82, -1.64, 1.27], [0.00, 0.12, 0.12], [0.65, -1.68, 1.32], [-0.35, 1.14, 0.28], [0.53, 1.33, -0.11], [0.11, 0.72, -0.85], [0.23, -1.13, 0.25], [1.11, -1.65, -0.79], [-1.18, 0.21, -1.12], [0.49, 1.27, 0.20], [0.21, 0.93, -1.36], [-0.62, -0.99, -0.57], [-0.66, -0.63, -0.62]],
  "lowdin_charge": [-0.334, -0.439, 0.023, -1.496, 0.499, 0.637, 0.498, 0.156, 0.152, 0.021, 0.092, 0.100, 0.043, 0.049],
  "fmax_ev_per_a": 3.10,
  "e_above_lowest_kj_mol": 280.75,
  "orbital_gap_ha": [0.2499, 0.3214],
  "homo_energy_ev": [-8.376, -8.720],
  "molar_mass_g_mol": 191.43
}

{
  "formula": "C4H6F2O2S",
  "method": "wB97M-V/def2-TZVPD",
  "symbols": ["C", "C", "C", "C", "O", "O", "F", "F", "S", "H", "H", "H", "H", "H", "H"],
  "xyz": [[-0.309810, -0.187785, -1.261190], [-0.658672, 0.732430, 0.771624], [0.554688, 0.495714, -0.197416], [1.668678, -0.426962, 0.385576], [-2.821866, -0.317253, -0.429748], [-1.246789, -1.842083, 0.617458], [-1.296922, 1.903597, 0.694379], [1.182100, 1.726748, -0.582263], [-1.489805, -0.616647, -0.052785], [-0.954357, 0.599788, -1.667502], [-0.030090, -0.959452, -1.894026], [-0.349262, 0.609287, 2.110482], [2.236235, 0.288591, 1.110905], [2.215636, -0.746787, -0.499514], [1.300238, -1.259183, 0.894015]],
  "forces_ev_per_a": [[-0.95, 2.02, 0.68], [2.14, -0.09, 5.39], [1.10, 0.38, 0.53], [0.31, 3.81, -0.25], [-0.91, 0.48, -0.53], [0.73, -1.07, 0.48], [-0.12, 0.49, -0.69], [-1.12, -1.67, 0.18], [-1.02, -0.36, 1.12], [0.60, 0.03, -1.05], [0.94, -1.09, -1.36], [-0.95, -0.10, -4.31], [-0.56, -1.63, -1.39], [0.59, 0.06, 0.36], [-0.78, -1.27, 0.85]],
  "lowdin_charge": [-0.123, -0.328, -0.468, 0.009, -0.260, -0.272, 0.037, 0.003, 0.653, 0.128, 0.101, 0.244, 0.134, 0.091, 0.052],
  "fmax_ev_per_a": 5.80,
  "e_above_lowest_kj_mol": 11.72,
  "orbital_gap_ha": 0.4308,
  "homo_energy_ev": -11.114,
  "molar_mass_g_mol": 156.15
}